# 1
9
Properties=species:S:1:pos:R:3 method="wB97M-V/def2-TZVPD" lumo_ev=-1.46 energy_ha=-607.01547 relative_energy_kcal_mol=58.06 homo_ev=-8.4729 max_force_ha_per_bohr=0.0710 orbital_gap_ev=7.010
C 1.04 0.13 -0.35
C 0.07 -0.06 -1.22
C 0.59 0.06 1.04
C -1.50 -0.18 0.27
N -0.66 -0.04 1.25
S -3.03 -0.19 -0.12
H 2.16 0.21 -0.58
H 0.17 0.16 -2.23
H 1.16 -0.09 1.95

# 2
9
Properties=species:S:1:pos:R:3 method="wB97M-V/def2-TZVPD" lumo_ev="-1.09 / -1.28" energy_ha=-606.86346 relative_energy_kcal_mol=153.44 homo_ev="-8.4904 / -8.4941" max_force_ha_per_bohr=0.0645 orbital_gap_ev="7.397 / 7.216"
C -0.62 -1.46 0.68
C 0.44 -1.45 1.48
C -0.29 -0.40 -0.09
C -0.73 0.77 -0.81
N 1.60 0.15 0.27
S 2.03 -0.86 1.33
H -1.31 1.31 -0.11
H -1.21 0.58 -1.71
H 0.09 1.36 -1.03

# 3
9
Properties=species:S:1:pos:R:3 method="wB97M-V/def2-TZVPD" lumo_ev=-6.38 total_charge=+1 energy_ha=-304.10197 relative_energy_kcal_mol=151.74 homo_ev=-15.3063 max_force_ha_per_bohr=0.0790 orbital_gap_ev=8.929
C -0.53 1.01 -0.11
C 0.21 -1.57 -0.44
C 0.31 -0.17 -0.27
C 1.71 -1.37 -0.41
O -0.42 1.72 0.91
O 0.82 -1.03 0.75
H -1.04 1.36 -1.01
H -0.31 -2.60 -0.49
H -0.74 2.66 1.08